C6H6 | ωB97M-V/def2-TZVPD

```
12
C6H6 ωB97M-V/def2-TZVPD
C 0.397 -0.389 -2.687
C -0.062 0.077 -1.381
C -0.452 0.449 -0.297
C -0.925 0.884 0.963
C -0.715 0.170 2.151
C -0.682 -0.824 2.972
H 1.177 -1.149 -2.575
H -0.431 -0.836 -3.247
H 0.803 0.436 -3.281
H -1.364 1.876 1.031
H -0.115 1.150 2.358
H 0.080 -1.005 3.723
```

- HOMO (alpha / beta) (eV) = -7.47 / -8.19
- LUMO energy (alpha / beta) (eV) = -0.44 / -0.39
- relative energy (zero: lowest compared OMol25 entry of this formula, charge and spin) (kcal per mole) = 159.0
- calculated total energy (eV) = -6312.3064